Run w
Molecular formula: C2H2O3S
Method: DFT, the ωB97M-V functional and the def2-TZVPD basis

The HOMO-LUMO gap (spin up / spin down) is 5.2 / 2.9 eV. For the HOMO energy (spin up / spin down), the calculation gives -7.377 / -6.390 eV.

ORCA input file:
```
! wB97M-V def2-TZVPD RIJCOSX def2/J DEFGRID3
* xyz 0 1
C 0.582 -0.739 2.205
C -0.590 0.396 -0.819
O -0.110 0.407 -3.340
O -0.375 0.242 0.403
O 1.713 -0.928 2.092
S 0.565 0.112 -2.059
H -0.209 -0.208 2.693
H -1.576 0.718 -1.175
*
```

natural (NBO) analysis output, partial charges in e: 0.679 0.053 -0.951 -0.724 -0.313 0.846 0.251 0.160


Run x
Molecular formula: C2H2O3S
Method: DFT, the ωB97M-V functional and the def2-TZVPD basis

The HOMO-LUMO gap is 9.8 eV. For the HOMO energy, the calculation gives -10.746 eV. The SMILES is O=CC=S(=O)=O.

ORCA input file:
```
! wB97M-V def2-TZVPD RIJCOSX def2/J DEFGRID3
* xyz 0 1
C 0.239 0.580 0.728
C -0.303 -0.293 -0.377
O -0.329 0.678 1.827
O -0.193 -1.606 -2.617
O 1.718 -0.044 -2.042
S 0.460 -0.646 -1.751
H 1.174 1.017 0.466
H -1.131 -0.857 -0.357
*
```

natural (NBO) analysis output, partial charges in e: 0.396 -0.766 -0.497 -0.823 -0.833 2.127 0.142 0.255


Run y
Molecular formula: C2H2O3S
Method: DFT, the ωB97M-V functional and the def2-TZVPD basis

The HOMO-LUMO gap is 7.4 eV. For the HOMO energy, the calculation gives -8.900 eV.

ORCA input file:
```
! wB97M-V def2-TZVPD RIJCOSX def2/J DEFGRID3
* xyz 0 1
C -0.775 0.094 0.064
C -1.089 -0.925 0.819
O 2.134 1.030 -2.009
O 1.310 0.381 0.127
O -1.009 1.081 -0.502
S 2.040 1.324 -0.641
H -2.180 -1.202 0.826
H -0.430 -1.784 1.315
*
```

natural (NBO) analysis output, partial charges in e: 0.699 -0.778 -0.812 -0.851 -0.506 1.716 0.268 0.264


Run z
Molecular formula: C2H2O3S
Method: DFT, the ωB97M-V functional and the def2-TZVPD basis

The HOMO-LUMO gap is 8.3 eV. For the HOMO energy, the calculation gives -9.328 eV.

ORCA input file:
```
! wB97M-V def2-TZVPD RIJCOSX def2/J DEFGRID3
* xyz 0 1
C 1.203 -0.361 -1.217
C 1.633 0.400 -0.251
O -1.631 0.686 1.270
O 0.733 -1.135 -1.976
O -2.909 -1.354 0.812
S -2.800 -0.123 1.461
H 2.766 0.602 0.057
H 1.006 1.285 -0.157
*
```

natural (NBO) analysis output, partial charges in e: 0.713 -0.795 -0.837 -0.465 -0.827 1.665 0.278 0.268


run z (58.6 kJ/mol below the next structure)


Run w
Molecular formula: ClH3NPS
Method: DFT, the ωB97M-V functional and the def2-TZVPD basis

The HOMO-LUMO gap is 7.5 eV. For the HOMO energy, the calculation gives -8.919 eV. The SMILES is N=[S@@H](=P)Cl.

ORCA input file:
```
! wB97M-V def2-TZVPD RIJCOSX def2/J DEFGRID3
* xyz 0 1
N -0.165 -1.598 0.410
P -1.512 1.098 0.172
S 0.032 -0.233 -0.191
Cl 2.192 0.364 0.022
H -0.551 -1.331 1.585
H -0.615 2.196 -0.472
H 0.619 -0.497 -1.526
*
```

natural (NBO) analysis output, partial charges in e: -1.005 -0.097 0.939 -0.385 0.383 0.006 0.160


Run x
Molecular formula: ClH3NPS
Method: DFT, the ωB97M-V functional and the def2-TZVPD basis

The HOMO-LUMO gap (spin up / spin down) is 7.2 / 7.3 eV. For the HOMO energy (spin up / spin down), the calculation gives -8.219 / -8.242 eV.

ORCA input file:
```
! wB97M-V def2-TZVPD RIJCOSX def2/J DEFGRID3
* xyz 0 1
N -1.752 -1.718 -0.576
P -0.003 1.364 0.027
S -1.759 -0.670 0.531
Cl -3.210 0.508 -0.213
H -1.133 -2.481 -0.264
H -0.229 1.318 -1.329
H 1.636 1.178 -0.053
*
```

natural (NBO) analysis output, partial charges in e: -0.997 -0.053 0.871 -0.150 0.369 -0.036 -0.005


run x (116.5 kJ/mol below the next structure)